Molecular formula: C4H25N2O7
Method: DFT, ωB97M-V/def2-TZVPD

```
! wB97M-V def2-TZVPD RIJCOSX def2/J DEFGRID3
* xyz 1 1
C -2.278 -0.870 -0.776
O -2.557 0.334 -1.518
C -1.640 -0.451 0.482
C -1.437 -1.417 1.674
C -0.926 -2.767 1.155
N 0.568 -2.654 1.204
N -0.174 0.061 0.094
H -1.736 -1.641 -1.462
H -3.292 -1.361 -0.477
H -3.491 0.513 -1.725
H -2.184 0.447 0.988
H -2.454 -1.565 1.960
H -0.953 -0.932 2.608
H -1.323 -3.073 0.129
H -1.283 -3.755 1.617
H -0.003 -0.177 -0.881
H 1.030 -3.401 0.635
H 0.839 -3.190 2.104
H 0.697 -0.270 0.724
H -0.206 1.111 0.083
H -2.096 2.775 0.500
H -1.075 3.730 0.450
O -1.389 3.002 1.046
H 2.137 -0.365 -1.789
H 2.254 -1.188 -2.949
O 1.667 -0.598 -2.608
H 0.593 1.530 2.350
H 2.000 1.652 2.902
O 1.414 1.150 2.481
H 2.338 3.386 0.767
H 1.356 2.830 -0.083
O 1.818 3.586 -0.020
H 3.055 -2.850 -1.817
H 3.676 -2.339 -0.533
O 2.891 -2.364 -1.065
H -0.173 1.799 -2.390
H 1.008 2.575 -1.875
O 0.434 1.758 -1.583
*
```

Values from the calculation:
**E_HOMO**: -13.1 eV
**Orbital gap**: 10.63 eV
**LUMO**: -2.52 eV

---

Molecular formula: C49H34N9O6RbS
Method: DFT, ωB97M-V/def2-TZVPD

```
! wB97M-V def2-TZVPD RIJCOSX def2/J DEFGRID3
* xyz -2 1
Rb 0.373 -0.331 0.733
C -3.381 -0.571 3.490
C -3.630 0.748 3.824
C -3.586 1.705 2.824
C -3.291 1.303 1.522
N -3.088 0.031 1.195
C -3.127 -0.877 2.162
C -3.139 2.321 0.448
C -3.982 3.432 0.397
C -3.723 4.401 -0.554
C -2.676 4.221 -1.440
C -1.916 3.051 -1.368
N -2.148 2.141 -0.418
C -0.828 2.751 -2.339
C -0.498 3.634 -3.367
C 0.521 3.304 -4.241
C 1.180 2.098 -4.081
C 0.791 1.280 -3.029
N -0.184 1.591 -2.189
H -3.351 -1.339 4.249
H -3.803 1.034 4.852
H -3.726 2.753 3.051
H -2.956 -1.903 1.851
H -4.808 3.526 1.088
H -4.335 5.294 -0.605
H -2.459 4.986 -2.171
H -1.013 4.577 -3.484
H 0.803 3.984 -5.035
H 1.979 1.800 -4.745
H 1.292 0.333 -2.852
S -3.632 -7.260 -3.523
N -2.410 -7.274 -2.401
C -2.202 -5.995 -2.062
C -1.242 -5.534 -1.107
C -0.434 -6.410 -0.364
C 0.463 -5.901 0.541
C 0.547 -4.506 0.687
N -0.200 -3.660 0.013
C -1.097 -4.137 -0.873
C -1.941 -3.195 -1.568
N -1.758 -1.880 -1.332
C -2.557 -1.010 -1.907
C -3.609 -1.380 -2.761
C -3.790 -2.711 -3.045
C -2.941 -3.662 -2.461
C -3.049 -5.066 -2.732
N -3.909 -5.625 -3.587
H -0.550 -7.475 -0.523
H 1.092 -6.551 1.136
H 1.254 -4.065 1.385
H -2.357 0.032 -1.682
H -4.257 -0.623 -3.185
H -4.573 -3.058 -3.708
C 3.418 -2.374 -1.463
O 3.356 -0.953 -1.453
C 3.231 -0.328 -0.213
O 3.121 -1.000 0.811
H 2.450 -2.795 -1.744
H 3.690 -2.749 -0.478
H 4.173 -2.670 -2.193
O -0.637 0.663 5.278
C -0.346 0.961 4.106
O -0.209 0.210 3.114
C -0.220 2.475 3.840
C 0.030 3.347 4.897
C -0.049 4.714 4.724
C -0.429 5.221 3.482
C -0.647 4.365 2.406
C -0.508 3.004 2.584
N -0.624 6.635 3.318
O -0.324 7.380 4.236
O -1.079 7.046 2.265
H 0.260 2.921 5.865
H 0.147 5.403 5.533
H -0.938 4.784 1.452
H -0.662 2.331 1.751
N 3.149 1.001 -0.253
C 3.686 1.815 -1.185
C 4.823 1.374 -2.010
C 5.820 0.549 -1.471
C 6.881 0.110 -2.242
C 6.977 0.465 -3.582
C 5.988 1.265 -4.141
C 4.934 1.718 -3.365
C 3.244 3.196 -1.206
C 2.113 3.587 -0.456
C 1.687 4.900 -0.427
C 2.367 5.887 -1.135
C 3.509 5.534 -1.847
C 3.950 4.224 -1.873
H 5.751 0.264 -0.428
H 7.655 -0.503 -1.793
H 7.804 0.113 -4.188
H 6.042 1.542 -5.188
H 4.162 2.329 -3.811
H 1.590 2.831 0.114
H 0.809 5.170 0.148
H 2.024 6.915 -1.122
H 4.073 6.298 -2.371
H 4.871 3.993 -2.387
*
```

Values from the calculation:
**E_HOMO (alpha / beta)**: -0.1 / -1.1 eV
**Orbital gap (alpha / beta)**: 3.35 / 4.36 eV
**LUMO (alpha / beta)**: 3.24 / 3.24 eV

---

Molecular formula: C3H5N3O
Method: DFT, ωB97M-V/def2-TZVPD

```
! wB97M-V def2-TZVPD RIJCOSX def2/J DEFGRID3
* xyz 0 1
C -0.157 -0.447 0.655
C -0.591 -0.885 -0.639
C 0.062 1.008 -0.837
H 0.245 -2.375 1.493
H -0.654 -1.479 2.310
H -1.378 -1.525 -1.025
H 0.538 2.369 -2.360
H 1.464 1.328 0.872
N 0.180 -1.339 1.744
N -0.526 0.215 -1.509
N 0.399 0.801 0.509
O 0.419 2.329 -1.214
*
```

Values from the calculation:
**E_HOMO**: -8.2 eV
**Orbital gap**: 8.65 eV
**LUMO**: 0.48 eV

---

Molecular formula: CH2INO2
Method: DFT, ωB97M-V/def2-TZVPD

```
! wB97M-V def2-TZVPD RIJCOSX def2/J DEFGRID3
* xyz 0 1
C 1.174 1.099 -0.147
N -1.714 -0.089 -0.178
O 1.832 2.039 0.091
O -0.856 -1.099 0.200
I 1.838 -0.898 0.163
H -1.493 0.670 0.472
H -0.783 -1.722 -0.602
*
```

Values from the calculation:
**E_HOMO (alpha / beta)**: -8.9 / -9.2 eV
**Orbital gap (alpha / beta)**: 8.94 / 7.36 eV
**LUMO (alpha / beta)**: 0.03 / -1.80 eV

---

Energy relative to the best compared isomer or geometry (same formula, charge and spin)
In order: 494.1 0.0 369.0 437.8
Unit: kJ/mol